A molecular structure, C22H18F9O2Rh in a non-equilibrium geometry. Source: the OMol25 dataset; level of theory: ωB97M-V with the def2-TZVPD basis set.

The geometry in XYZ format:
```
52
Properties=species:S:1:pos:R:3:forces:R:3:mulliken_charge:R:1
C -1.69047 -0.41442 2.30611 -0.550 0.982 1.923 -0.24
C -1.05142 0.87674 1.96119 -1.515 0.649 1.770 0.03
C -2.07087 1.67639 1.26265 -0.656 -0.184 1.561 -0.69
H -0.04875 1.20559 2.26596 -0.770 -0.223 -0.368 0.38
C -3.31853 0.86090 1.15690 -0.931 1.271 1.313 -0.60
C -3.08096 -0.42890 1.80560 -0.541 0.351 1.835 -0.82
H -3.84889 -1.22534 1.97438 0.974 0.869 -0.253 0.36
H -1.22332 -1.19265 2.89934 -0.098 0.087 -0.187 0.35
H -1.93162 2.70763 0.95541 -0.133 -0.258 -0.116 0.47
H -4.33231 1.20144 0.81670 1.375 -0.323 0.132 0.33
C 2.38219 0.30441 -0.37493 -3.457 -1.639 -3.107 -0.79
C 2.86996 0.22178 0.92786 0.262 -0.305 2.870 -0.86
C 2.06661 -0.80039 1.70972 0.641 -0.417 -0.883 0.60
H 3.64767 0.80324 1.42871 -0.293 -0.183 -0.505 0.44
C 0.98502 -1.16377 0.71048 -0.085 -1.386 2.697 -1.22
C 1.24971 -0.60384 -0.51199 2.685 3.038 -2.331 -0.50
H 0.71411 -0.79281 -1.45840 0.412 0.245 0.766 0.76
H 2.72511 0.93853 -1.19349 0.027 -0.265 0.393 0.49
H 2.70164 -1.68118 1.93000 -0.452 0.407 0.556 0.45
H 0.14462 -1.82643 0.97131 0.617 0.300 -0.184 0.80
Rh -1.75357 -0.10583 0.35569 2.387 -2.793 -7.702 0.31
O 0.03275 0.79171 -2.88573 -1.098 0.340 0.340 -0.30
C -0.29035 2.09400 -3.35523 -1.743 -1.507 -0.987 -0.55
C -1.33561 0.90701 -3.36165 0.920 2.470 0.244 0.00
H -0.60786 2.85257 -2.65733 0.681 0.140 0.530 0.31
H 0.25076 2.43017 -4.27860 -0.786 -0.517 0.849 0.26
H -2.13932 1.00408 -2.60715 0.736 -0.212 -0.066 0.42
H -3.83216 0.37201 -4.62779 0.030 -0.143 -0.486 0.37
C -2.96041 0.09891 -5.22726 0.906 0.549 0.181 -0.59
C -1.68970 0.29639 -4.64842 0.834 -0.905 -1.230 0.45
C -0.56076 -0.00452 -5.41398 0.040 -0.121 -0.721 -0.40
H 0.41438 0.20647 -4.97057 -0.272 -0.248 -0.301 0.32
C -0.64223 -0.47330 -6.72528 0.121 0.199 0.283 -0.50
H 0.31715 -0.54803 -7.25289 -0.606 -0.394 -0.046 0.32
C -1.89280 -0.67852 -7.32887 0.443 0.869 0.777 -0.48
H -1.91939 -0.99878 -8.38189 -0.370 0.232 0.671 0.35
C -3.02728 -0.30081 -6.57285 0.032 -0.383 -0.626 -0.32
H -3.96862 -0.26076 -7.12620 0.033 -0.296 0.530 0.34
F 0.26035 -2.21375 4.71846 1.398 0.221 0.009 -0.22
C 1.60853 -2.00959 4.67106 -0.447 -0.978 -0.282 0.61
F 2.13146 -2.31333 5.87434 -0.397 0.122 -0.732 -0.24
F 2.10485 -2.90107 3.75948 -0.524 0.742 0.903 -0.24
C 1.95096 -0.54856 4.25219 -0.460 0.369 -0.748 0.56
O 1.46981 -0.23691 2.94334 0.712 -0.564 1.208 -0.06
C 1.15122 0.46564 5.14439 -0.973 0.678 0.214 0.38
F 1.35228 0.30810 6.47551 -0.084 0.033 -1.142 -0.24
F 1.49892 1.73260 4.80393 -0.139 -0.989 0.395 -0.26
F -0.18411 0.34516 4.91995 1.323 0.099 0.258 -0.17
C 3.48257 -0.29704 4.44914 0.775 -0.029 -0.056 0.55
F 3.80164 -0.19079 5.76113 -0.117 -0.038 -1.133 -0.23
F 4.21057 -1.32842 3.92621 -0.545 0.974 0.446 -0.25
F 3.87648 0.83825 3.82334 -0.319 -0.941 0.538 -0.22
```
Positions in Å, forces in eV/Å.

Summary:
E_HOMO (spin up / spin down) in eV: -6.01 / -8.95
Frontier orbital gap (spin up / spin down) in eV: 6.40 / 6.72
2S+1: 5
Energy above the lowest of the compared OMol25 structures with the same formula, charge and spin in kcal/mol: 74.6
Expectation value of S²: 6.01